Entry 1:
Formula: C8H18S2
Source: OMol25
Level of theory: ωB97M-V/def2-TZVPD

Each line ends with the Löwdin charge.
Element x y z (Å)
C: -1.179 2.145 1.181  -0.33
C: -1.999 2.298 -0.096  -0.52
S: -2.228 0.753 -1.017  0.78
C: -3.057 -0.184 0.284  -0.83
S: -2.081 -0.443 1.780  0.78
C: -1.876 1.298 2.242  -0.52
H: -0.191 1.706 0.941  0.10
H: -1.005 3.154 1.604  0.11
H: -1.494 2.982 -0.805  0.08
H: -2.994 2.727 0.134  0.08
H: -4.018 0.301 0.542  0.05
H: -3.286 -1.184 -0.132  0.04
H: -2.870 1.723 2.481  0.08
H: -1.284 1.279 3.177  0.08
C: 1.412 -2.048 -2.554  -0.13
C: 1.747 -1.970 -1.064  -0.30
C: 2.476 -0.680 -0.695  -0.30
C: 2.811 -0.603 0.794  -0.13
H: 0.887 -2.989 -2.790  0.07
H: 2.337 -2.001 -3.152  0.07
H: 0.764 -1.203 -2.840  0.07
H: 0.814 -2.035 -0.473  0.11
H: 2.384 -2.832 -0.784  0.11
H: 3.409 -0.616 -1.287  0.11
H: 1.839 0.181 -0.975  0.10
H: 3.459 -1.448 1.080  0.07
H: 1.886 -0.650 1.393  0.07
H: 3.336 0.338 1.030  0.07

Force components x, y, z for each atom (eV/Å):
0.37 0.13 0.04
-0.05 0.38 -0.24
-0.01 0.03 0.12
-0.50 -0.37 -0.13
-0.02 0.12 -0.06
-0.01 0.09 0.45
-0.42 0.19 0.10
-0.05 -0.36 -0.15
-0.27 -0.31 0.36
0.39 -0.14 -0.11
0.43 -0.20 -0.11
0.13 0.53 0.22
0.39 -0.16 -0.06
-0.31 0.04 -0.45
-0.03 -0.03 -0.02
-0.08 -0.14 0.13
0.04 0.14 -0.12
0.02 0.06 0.03
0.19 0.38 0.00
-0.36 -0.02 0.11
0.22 -0.31 0.01
0.38 -0.04 -0.17
-0.30 0.28 -0.03
-0.37 0.07 0.17
0.29 -0.28 0.03
-0.22 0.32 0.01
0.34 0.00 -0.12
-0.18 -0.37 0.00

Energy relative to the best compared isomer or geometry (same formula, charge and spin) in eV: 0.334
Highest occupied orbital energy in eV: -8.496
SMILES: C1CSCSC1.CCCC
E_tot in eV: -30258.68242
Molar mass in g mol⁻¹: 178.37
Charge: 0

---

Entry 2:
Formula: C29H20N7NaS5
Source: OMol25
Level of theory: ωB97M-V/def2-TZVPD

Each line ends with the Löwdin charge.
Element x y z (Å)
Na: -0.675 2.158 -0.041  -0.01
C: -2.062 1.583 3.013  -0.03
C: -0.594 1.687 3.274  -0.32
C: -0.070 1.857 4.554  -0.02
C: 1.293 2.013 4.707  -0.07
C: 2.111 1.976 3.588  -0.03
C: 1.514 1.779 2.350  -0.20
N: 0.199 1.653 2.206  0.14
C: 2.328 1.691 1.092  -0.18
C: 3.696 1.441 1.129  -0.01
C: 4.385 1.344 -0.063  -0.06
C: 3.700 1.485 -1.257  -0.02
C: 2.330 1.722 -1.210  -0.18
N: 1.675 1.828 -0.060  0.16
C: 1.505 1.815 -2.473  -0.18
C: 2.120 1.851 -3.719  -0.03
C: 1.319 1.879 -4.848  -0.07
C: -0.051 1.847 -4.699  -0.03
C: -0.598 1.811 -3.418  -0.29
C: -2.071 1.735 -3.190  -0.05
N: 0.180 1.824 -2.330  0.16
H: -2.605 1.238 3.894  0.08
H: -2.250 0.896 2.188  0.07
H: -2.431 2.569 2.714  0.06
H: -0.737 1.881 5.406  0.11
H: 1.723 2.171 5.689  0.10
H: 3.177 2.124 3.682  0.09
H: 4.205 1.291 2.070  0.10
H: 5.448 1.136 -0.066  0.10
H: 4.224 1.379 -2.194  0.09
H: 3.194 1.862 -3.817  0.09
H: 1.768 1.913 -5.834  0.10
H: -0.711 1.846 -5.557  0.10
H: -2.614 1.637 -4.130  0.07
H: -2.417 2.619 -2.649  -0.01
H: -2.295 0.874 -2.557  0.08
S: -3.239 3.379 -0.405  0.48
C: -2.636 4.662 0.585  -1.22
S: -1.037 4.552 1.211  0.48
C: -3.458 5.752 0.918  -0.44
C: -3.038 6.821 1.760  -0.32
N: -2.768 7.720 2.436  0.08
C: -4.793 5.872 0.427  -0.32
N: -5.875 6.041 0.055  0.08
S: 3.223 -5.434 -0.262  0.48
C: 1.824 -4.487 -0.237  -1.09
S: 1.946 -2.771 -0.216  0.93
C: 0.221 -2.574 -0.201  -1.20
N: -0.403 -3.723 -0.208  -0.02
N: 0.507 -4.788 -0.229  -0.14
C: -0.124 -6.072 -0.245  -0.17
C: -1.521 -6.115 -0.217  -0.02
C: -2.178 -7.332 -0.233  -0.10
C: -1.472 -8.527 -0.276  -0.12
C: -0.089 -8.477 -0.303  -0.10
C: 0.592 -7.266 -0.287  -0.05
S: -0.433 -1.001 -0.186  0.49
H: -2.070 -5.189 -0.185  0.10
H: -3.261 -7.341 -0.212  0.10
H: -1.990 -9.477 -0.289  0.09
H: 0.490 -9.393 -0.337  0.09
H: 1.667 -7.247 -0.308  0.00

Force components x, y, z for each atom (eV/Å):
-0.37 0.05 0.01
-0.02 -0.05 0.05
0.03 0.02 -0.09
-0.09 -0.02 0.02
0.09 0.01 -0.01
-0.06 0.05 0.07
0.11 -0.01 -0.19
0.03 -0.15 -0.01
-0.16 0.01 0.05
0.03 -0.04 0.06
0.00 0.01 -0.08
0.06 -0.04 0.11
-0.26 0.01 -0.30
0.19 0.06 0.10
0.18 0.01 0.32
-0.06 0.03 -0.09
0.10 0.00 0.00
-0.12 0.00 -0.03
0.10 -0.01 0.13
0.01 -0.03 -0.08
0.11 -0.09 -0.17
0.00 0.05 0.02
0.01 0.00 0.00
-0.01 -0.02 -0.02
0.01 0.01 0.01
-0.01 0.00 0.00
0.00 -0.01 0.01
0.01 0.00 -0.01
0.00 -0.01 0.00
0.01 -0.01 0.00
0.00 0.01 -0.01
-0.01 0.00 0.00
0.01 0.00 -0.01
0.00 0.02 -0.02
-0.02 -0.02 -0.02
0.00 0.00 0.02
-0.09 0.09 0.08
0.11 -0.29 0.08
0.12 0.44 0.12
-0.25 0.12 -0.06
-0.01 -0.15 -0.12
0.02 0.03 0.03
0.20 0.04 0.04
-0.04 -0.01 0.02
-0.23 0.05 0.00
0.12 -0.16 0.00
0.55 0.12 0.00
-0.63 0.36 -0.01
0.29 0.15 -0.01
-0.21 -0.24 -0.01
0.12 0.15 0.01
-0.02 -0.04 0.00
-0.04 -0.01 0.00
0.03 0.02 0.00
0.06 0.01 0.00
-0.05 -0.04 0.00
0.02 -0.47 -0.03
-0.01 0.01 0.00
0.00 0.00 0.00
-0.02 0.00 0.00
-0.01 -0.01 0.00
0.04 0.01 0.00

Highest occupied orbital energy in eV: -1.621
E_tot in eV: -99425.53456
Molar mass in g mol⁻¹: 649.85
Charge: -2

---

Number 2 is which compound?
C29H20N7NaS5